[1]
{"formula": "C31H60AsF3MgN7OS3Si3", "method": "ωB97M-V/def2-TZVPD", "elements": ["Mg", "C", "C", "N", "C", "S", "N", "N", "C", "C", "C", "C", "C", "C", "C", "N", "H", "H", "H", "H", "H", "H", "H", "H", "H", "H", "H", "H", "H", "C", "C", "S", "O", "C", "C", "H", "H", "H", "H", "H", "H", "H", "H", "H", "H", "F", "C", "F", "F", "C", "C", "C", "N", "C", "C", "H", "H", "H", "H", "C", "N", "C", "N", "S", "H", "H", "H", "H", "H", "H", "C", "Si", "C", "C", "As", "Si", "C", "C", "C", "Si", "C", "C", "C", "H", "H", "H", "H", "H", "H", "H", "H", "H", "H", "H", "H", "H", "H", "H", "H", "H", "H", "H", "H", "H", "H", "H", "H", "H", "H", "H"], "positions_angstrom": [[-0.1902, -0.6602, -0.1592], [-4.5340, -4.5035, -2.2829], [-4.4196, -3.8605, -0.9071], [-3.0726, -3.9713, -0.3513], [-2.0556, -3.1172, -0.5728], [-2.3658, -1.5634, -1.2794], [-0.8642, -3.6205, -0.2426], [0.1418, -2.7109, -0.2323], [1.3563, -3.1384, -0.1954], [1.7423, -4.5810, -0.2206], [2.3958, -2.0836, -0.0947], [3.7417, -2.3964, 0.0018], [4.6682, -1.3779, 0.1372], [4.2363, -0.0633, 0.1480], [2.8829, 0.1711, 0.0286], [1.9756, -0.8016, -0.0843], [-5.5550, -4.4150, -2.6622], [-4.2743, -5.5643, -2.2428], [-3.8606, -4.0079, -2.9864], [-5.1031, -4.3319, -0.2028], [-4.6663, -2.8058, -0.9652], [-2.7694, -4.8887, -0.0562], [0.8556, -5.1901, -0.3488], [2.2342, -4.8624, 0.7162], [2.4376, -4.7810, -1.0417], [4.0598, -3.4296, -0.0168], [5.7212, -1.6107, 0.2406], [4.9313, 0.7619, 0.2431], [2.4935, 1.1822, 0.0097], [1.8906, 3.1394, 3.9912], [2.1267, 2.2340, 2.7922], [0.5908, 1.4695, 2.2116], [-0.1762, 1.1043, 3.4579], [-0.2291, 2.9879, 1.5538], [-1.4827, 3.3366, 2.3445], [2.8240, 3.2821, 4.5358], [1.1624, 2.6923, 4.6679], [1.5201, 4.1236, 3.6957], [2.7726, 1.3858, 3.0278], [2.5565, 2.7689, 1.9374], [-0.4669, 2.7589, 0.5128], [0.4925, 3.8055, 1.5703], [-2.2211, 2.5377, 2.2974], [-1.9246, 4.2465, 1.9336], [-1.2508, 3.5034, 3.3951], [-4.8580, -0.3812, 5.2047], [-4.0841, -1.4486, 4.9661], [-4.8920, -2.4941, 4.7318], [-3.3887, -1.7133, 6.0818], [-3.1691, -1.2102, 3.7923], [-1.9356, -1.8235, 3.7384], [-1.1316, -1.5837, 2.6412], [-1.5071, -0.7979, 1.6217], [-2.7192, -0.2194, 1.6850], [-3.5757, -0.3902, 2.7503], [-1.5945, -2.4682, 4.5383], [-0.1433, -2.0226, 2.5802], [-3.0173, 0.3839, 0.8422], [-4.5403, 0.0985, 2.7637], [2.9835, -1.1151, 7.1420], [3.0133, -1.3946, 5.7159], [2.1302, -0.9315, 4.8217], [1.1221, -0.1774, 5.2784], [2.2846, -1.2719, 3.1611], [3.9180, -1.4488, 7.5843], [2.1621, -1.6301, 7.6460], [2.8948, -0.0432, 7.3247], [3.7007, -2.0261, 5.3475], [1.0134, 0.0345, 6.2553], [0.5172, 0.2665, 4.5954], [1.4711, 3.7950, -4.3242], [1.6970, 2.6944, -2.8461], [1.7423, 3.8240, -1.3596], [3.3680, 1.8974, -3.0491], [0.0552, 1.0433, -2.3625], [-1.9933, 2.0804, -2.9902], [-2.7503, 2.5955, -1.3572], [-1.8257, 3.6233, -4.0079], [-3.1121, 0.8863, -3.8580], [0.5268, -0.4370, -4.1738], [-0.8220, -1.6395, -4.5877], [2.0215, -1.4171, -3.6336], [0.9034, 0.5610, -5.7014], [2.3996, 4.3677, -4.4369], [0.6514, 4.5034, -4.1909], [1.2997, 3.2446, -5.2533], [2.4432, 4.6491, -1.5366], [2.0651, 3.3018, -0.4512], [0.7546, 4.2581, -1.1643], [4.1252, 2.6865, -3.1251], [3.4148, 1.3039, -3.9688], [3.6383, 1.2439, -2.2196], [-2.3529, 3.5613, -1.0245], [-2.5365, 1.8569, -0.5796], [-3.8394, 2.6879, -1.4407], [-1.3414, 4.4222, -3.4384], [-2.8308, 3.9654, -4.2788], [-1.2619, 3.4689, -4.9334], [-3.1233, -0.0899, -3.3663], [-2.8092, 0.7390, -4.8999], [-4.1330, 1.2829, -3.8515], [-1.3707, -1.9606, -3.6998], [-0.3615, -2.5222, -5.0460], [-1.5393, -1.2186, -5.2985], [1.7005, -2.2756, -3.0323], [2.7198, -0.8250, -3.0329], [2.5639, -1.7976, -4.5070], [0.1549, 1.3475, -5.8528], [0.8866, -0.0922, -6.5810], [1.8889, 1.0373, -5.6533]], "atomic_forces_ev_per_a": [[-0.482, -0.098, -0.114], [0.014, 0.016, -0.031], [0.263, -0.101, -0.036], [-0.289, 0.050, -0.186], [0.275, -0.124, 0.015], [0.187, 0.060, 0.044], [-0.073, 0.287, 0.061], [0.017, -0.466, -0.156], [0.007, 0.097, 0.094], [0.108, 0.049, 0.024], [-0.268, 0.108, -0.018], [0.203, -0.090, -0.001], [0.108, -0.079, -0.005], [0.121, 0.057, 0.007], [-0.322, -0.191, -0.077], [0.212, -0.064, 0.119], [0.072, -0.017, 0.027], [-0.025, 0.058, -0.019], [-0.041, -0.039, 0.029], [-0.034, -0.003, 0.045], [-0.048, 0.086, 0.065], [0.007, 0.016, 0.046], [-0.031, -0.027, -0.002], [-0.019, 0.016, -0.076], [-0.029, 0.017, 0.074], [-0.018, 0.053, 0.033], [-0.048, 0.005, -0.034], [-0.066, -0.049, 0.003], [-0.014, -0.010, 0.006], [-0.020, 0.132, -0.025], [0.120, 0.004, -0.056], [-0.332, 0.413, 0.169], [-0.290, 0.457, -0.734], [-0.101, -0.099, 0.158], [0.080, 0.034, -0.014], [-0.017, 0.018, -0.035], [0.075, -0.003, 0.002], [0.015, -0.068, 0.009], [-0.041, 0.029, 0.014], [-0.052, -0.074, 0.066], [0.027, 0.043, -0.009], [-0.015, -0.049, -0.029], [0.002, 0.001, -0.013], [0.011, -0.052, 0.006], [-0.006, 0.013, -0.029], [-0.013, -0.044, 0.049], [0.042, 0.006, -0.060], [-0.020, 0.009, 0.051], [-0.072, 0.006, -0.001], [-0.036, 0.088, 0.015], [-0.029, -0.080, 0.126], [0.005, 0.093, -0.412], [0.009, 0.099, 0.308], [0.319, -0.196, 0.091], [-0.021, -0.017, 0.041], [0.016, 0.045, -0.072], [-0.055, 0.024, -0.014], [0.008, 0.018, -0.094], [0.042, 0.005, -0.002], [-0.025, -0.070, -0.127], [0.056, -0.044, 0.096], [-0.382, 0.229, 0.245], [0.702, -0.603, 0.486], [0.278, -0.179, 0.179], [-0.007, -0.017, -0.023], [-0.018, -0.003, -0.023], [0.033, 0.023, -0.011], [0.111, -0.011, -0.023], [0.067, -0.070, 0.028], [-0.259, 0.150, -0.189], [-0.286, 0.078, -0.335], [0.197, 0.102, 0.240], [-0.028, 0.146, 0.289], [0.163, -0.248, -0.112], [-0.066, 0.168, -0.367], [-0.176, 0.073, 0.306], [-0.079, 0.007, 0.231], [0.208, 0.176, -0.255], [0.003, -0.322, -0.151], [0.134, -0.165, -0.061], [-0.357, -0.041, 0.033], [0.235, -0.032, 0.210], [0.112, 0.295, -0.136], [-0.076, -0.071, 0.023], [0.181, -0.037, -0.054], [0.049, 0.139, 0.107], [-0.086, -0.102, 0.018], [-0.054, 0.085, -0.087], [0.124, -0.016, -0.001], [-0.080, -0.059, 0.010], [0.053, 0.084, 0.124], [0.040, 0.017, -0.046], [-0.033, -0.102, -0.011], [-0.071, 0.053, -0.016], [0.129, 0.031, 0.001], [-0.087, -0.048, -0.087], [0.063, -0.039, 0.043], [-0.128, 0.051, 0.102], [-0.061, 0.068, -0.083], [-0.061, 0.020, 0.095], [0.090, 0.006, -0.026], [0.042, -0.048, -0.084], [-0.015, 0.097, -0.003], [0.074, -0.072, 0.064], [0.041, 0.071, -0.049], [-0.040, -0.112, -0.090], [-0.083, 0.011, 0.086], [0.073, -0.124, -0.055], [0.012, 0.038, 0.106], [-0.155, -0.051, -0.062]], "e_homo_ev": -9.91, "gap_ev": 7.4, "lumo_ev": -2.538, "energy_ev": -176176.6403, "charge": 1, "mol_weight_g_mol": 883.55}

***

[2]
{"formula": "C6H28NO9", "method": "ωB97M-V/def2-TZVPD", "elements": ["C", "O", "C", "C", "C", "C", "N", "C", "H", "H", "H", "H", "H", "H", "H", "H", "H", "H", "H", "H", "H", "H", "O", "H", "H", "O", "H", "H", "O", "H", "H", "O", "H", "H", "O", "H", "H", "O", "H", "H", "O", "H", "H", "O"], "positions_angstrom": [[3.8946, -0.7817, 0.4608], [4.4458, -0.3531, 1.7081], [3.1950, -2.1178, 0.5797], [1.7974, -2.0020, 1.2492], [0.6450, -2.2375, 0.3165], [-0.1378, -1.3169, -0.2437], [-1.1219, -1.5805, -1.2452], [0.4038, -3.6616, -0.0654], [4.8304, -0.8645, -0.1753], [3.3569, 0.0878, 0.0281], [2.9746, -2.6889, -0.3255], [3.9057, -2.7197, 1.1341], [1.7010, -2.5393, 2.1737], [1.6759, -0.8864, 1.5551], [-0.0209, -0.2416, -0.1709], [-1.6535, -0.7553, -1.4768], [-1.7456, -2.3179, -0.9399], [0.2626, -4.3936, 0.7579], [1.1409, -4.0290, -0.7693], [-0.5757, -3.8557, -0.4775], [-2.6614, 3.4396, 1.9677], [-0.5753, 2.1354, 2.3543], [-1.8232, 3.0579, 1.6904], [-2.3003, -0.0955, -3.0178], [-2.0642, 1.4418, -2.9426], [-1.7016, 0.6122, -3.2697], [-3.1117, 1.4212, -0.9583], [-3.4321, 0.1823, -0.0792], [-3.4425, 0.4811, -1.0136], [0.1483, -0.4656, -3.0257], [0.1319, -1.9511, -3.2760], [0.4753, -1.1387, -3.6777], [0.6070, 3.0776, 0.8873], [-0.6676, 3.8613, 0.8290], [0.2934, 3.8674, 0.4407], [-3.2156, -0.0913, 2.3250], [-2.3041, 0.9673, 1.6988], [-2.7905, 0.1486, 1.4978], [0.7639, 2.6349, 2.7193], [3.8907, -0.7853, 2.3704], [0.3175, 1.7803, 2.6385], [-1.7471, 3.4415, -1.3436], [-1.8621, 2.8049, 0.1620], [-1.8369, 2.6157, -0.8629]], "atomic_forces_ev_per_a": [[2.020, 0.910, -1.719], [-0.621, -0.595, 0.531], [-0.944, -0.241, 0.129], [-0.235, 3.563, 0.200], [-0.342, -0.808, 0.117], [-0.158, 0.765, -1.189], [0.348, -0.772, 0.920], [-0.888, -1.169, 0.661], [-1.109, -0.206, 0.289], [-0.399, -0.839, 0.178], [0.670, 0.556, -0.447], [-0.015, -0.397, 0.383], [-0.043, -0.631, 0.361], [0.228, -1.622, -0.186], [0.444, 0.013, 0.649], [-0.161, 0.173, 0.497], [-0.096, 0.097, -0.268], [1.065, 0.512, 0.209], [0.228, -0.291, -0.116], [-0.234, 0.475, -0.885], [0.127, -0.068, 0.063], [0.211, -0.288, 0.273], [-0.520, -0.411, -0.164], [-0.362, 0.428, 0.051], [-0.114, -0.309, 0.408], [0.440, 0.154, -0.667], [-0.004, -0.943, -0.094], [0.077, 0.295, -0.562], [-0.351, 0.409, 0.065], [0.271, -0.676, -1.138], [0.096, 0.281, -0.038], [-0.131, 0.336, 0.864], [0.308, -0.278, -0.299], [1.892, 0.142, -0.419], [-1.342, 0.628, 0.721], [0.020, -0.021, 0.032], [-0.018, 0.392, -0.180], [0.082, -0.232, 0.676], [0.249, -0.295, 0.296], [0.159, 0.402, 0.226], [-0.376, 0.618, -0.217], [0.213, 0.117, 0.368], [-0.061, 0.021, -0.849], [-0.624, -0.193, 0.270]], "e_homo_ev": -5.34, "gap_ev": 8.3, "lumo_ev": 2.909, "energy_ev": -26595.0816, "charge": -1, "mol_weight_g_mol": 258.29}

***

[3]
{"formula": "FH3S", "method": "ωB97M-V/def2-TZVPD", "elements": ["F", "H", "S", "H", "H"], "positions_angstrom": [[-1.1664, 0.1421, -0.2573], [-1.0669, -0.7803, -0.3029], [1.0803, 0.0117, -0.2878], [0.3489, -0.6067, 0.6511], [0.8041, 1.2333, 0.1969]], "atomic_forces_ev_per_a": [[-4.052, 0.165, -0.081], [-0.430, 0.259, -0.320], [3.613, -0.201, 0.314], [0.943, -0.008, 0.249], [-0.074, -0.215, -0.163]], "e_homo_ev": -8.92, "gap_ev": 9.5, "smiles": "F.S", "lumo_ev": 0.628, "energy_ev": -13599.8407, "charge": 0, "mol_weight_g_mol": 54.09}